1.
ORCA calculation (wB97M-V/def2-TZVPD) on 12 unconnected molecules or ions with the total composition C35H61Cl8N7O13 in a non-equilibrium geometry.

- LUMO level: 5.43 eV
- Total charge: -4

The geometry in XYZ format:
```
124
Properties=species:S:1:pos:R:3:mulliken_charge:R:1
Cl 10.649 10.048 20.516 0.049
Cl 5.216 12.876 8.849 -0.114
Cl 13.388 9.181 20.017 0.081
Cl 7.077 12.188 18.597 -0.124
Cl 3.343 11.201 6.644 -0.205
Cl 9.953 13.528 19.762 -0.063
Cl 12.424 11.551 18.794 -0.315
Cl 12.746 11.569 21.567 0.077
O 12.167 14.351 9.475 -0.810
O 8.989 18.298 15.556 -0.625
O 7.834 17.178 14.340 -0.516
O 12.614 16.353 17.124 -0.656
O 6.743 18.141 11.958 -0.527
O 13.387 13.243 11.920 -0.819
O 9.959 17.440 12.272 -0.703
O 12.444 10.968 9.921 -0.807
O 9.098 16.226 15.855 -0.544
O 15.452 11.090 16.131 -0.660
O 6.483 8.918 11.986 -0.703
O 3.630 16.396 14.160 -0.618
O 11.687 16.758 14.361 -0.646
N 9.287 12.877 13.927 1.021
N 3.594 14.578 15.437 0.169
N 5.615 17.397 10.129 0.261
N 14.543 15.357 17.993 0.178
N 13.802 9.730 15.603 0.540
N 8.688 7.987 12.334 0.226
N 8.769 13.803 11.938 1.021
C 11.210 16.015 10.727 -1.180
C 4.153 15.473 14.644 0.664
C 11.688 16.077 13.330 0.856
C 12.331 10.530 20.268 -0.570
C 10.114 8.382 12.467 -0.708
C 8.012 14.594 10.993 -0.328
C 4.934 10.698 7.159 -0.431
C 8.503 14.424 19.679 -0.642
C 8.431 6.564 12.317 -1.110
C 12.695 9.591 14.770 -1.266
C 7.242 13.504 19.854 -0.635
C 14.079 8.693 16.512 -1.252
C 4.996 11.086 8.674 -0.509
C 2.096 14.419 15.560 -1.097
C 7.735 9.011 12.183 0.064
C 6.634 17.682 9.040 -0.873
C 10.498 12.867 16.085 0.605
C 4.323 13.557 16.142 -0.976
C 15.447 14.181 17.873 -0.699
C 11.334 10.374 9.338 0.356
C 8.625 13.903 13.309 -0.965
C 14.700 10.642 15.297 -0.073
C 11.953 14.862 10.690 0.373
C 9.724 12.796 11.739 -1.311
C 12.575 14.899 13.204 -1.039
C 10.961 10.928 7.952 -1.239
C 10.858 16.559 12.103 0.440
C 9.158 12.589 15.313 -0.414
C 12.549 14.222 11.973 1.152
C 14.752 16.146 19.292 -0.999
C 4.363 16.857 9.683 -0.974
C 5.761 17.612 11.465 0.278
C 10.052 12.167 12.971 -0.416
C 13.599 15.491 17.032 1.030
C 8.527 17.159 15.354 0.727
H 5.180 15.197 14.358 -0.081
H 11.592 10.516 7.164 0.446
H 1.792 14.545 16.599 0.318
H 10.561 7.509 11.991 0.366
H 14.513 11.075 14.303 0.452
H 5.021 9.634 6.939 0.323
H 10.684 11.311 13.157 0.151
H 8.763 11.604 15.561 0.209
H 10.921 13.837 15.822 0.047
H 15.794 16.443 19.417 0.313
H 14.289 15.569 20.092 0.333
H 13.180 8.191 16.870 0.361
H 12.514 10.285 13.949 0.373
H 1.515 15.095 14.931 0.318
H 5.374 13.837 16.206 0.282
H 4.430 12.716 15.457 0.381
H 7.599 17.613 9.542 0.255
H 14.618 7.996 15.871 0.413
H 7.248 15.079 11.602 0.116
H 10.128 12.677 10.744 1.032
H 3.807 17.672 9.220 0.403
H 5.848 10.648 9.194 0.242
H 15.306 13.676 18.829 0.303
H 10.453 12.953 17.171 -0.398
H 7.200 13.058 20.847 0.389
H 10.956 12.014 8.048 0.230
H 10.447 10.461 9.964 -0.352
H 14.141 17.041 19.407 0.322
H 11.625 9.324 9.372 0.313
H 14.695 9.002 17.357 0.255
H 3.923 13.165 17.078 0.283
H 13.206 14.493 13.981 0.258
H 10.404 9.220 11.834 -0.007
H 3.615 16.540 10.410 0.277
H 8.239 9.981 12.312 0.362
H 8.609 6.210 13.332 0.339
H 4.433 16.072 8.930 0.227
H 11.225 12.059 16.010 -0.413
H 7.991 14.631 13.793 0.307
H 4.106 10.725 9.191 0.334
H 12.565 8.583 14.375 0.417
H 7.637 13.911 10.231 0.184
H 16.502 14.335 17.648 0.243
H 7.454 6.294 11.914 0.335
H 8.675 15.298 10.490 0.004
H 15.054 13.608 17.034 0.068
H 11.825 9.597 15.427 0.359
H 6.578 16.923 8.259 0.316
H 6.515 18.705 8.682 0.293
H 5.738 11.237 6.659 0.314
H 6.368 14.154 19.900 0.344
H 8.531 15.176 18.891 0.314
H 8.408 15.016 20.589 0.374
H 10.366 8.533 13.517 0.366
H 1.732 13.472 15.162 0.376
H 9.125 6.182 11.569 0.376
H 8.431 13.336 15.633 0.001
H 10.646 16.376 9.880 0.299
H 9.917 10.697 7.742 0.171
H 4.874 17.335 12.056 0.096
H 13.673 14.818 16.164 -0.339
```

---

2.
ORCA calculation (wB97M-V/def2-TZVPD) on a molecular structure, C35H61ClDyO4P3 in a non-equilibrium geometry.

- LUMO level (alpha / beta): -5.61 / -5.75 eV
- 2S+1: 6
- <S²>: 9.340
- Total charge: +2

The geometry in XYZ format:
```
105
Properties=species:S:1:pos:R:3:mulliken_charge:R:1
Dy -0.162 -0.367 1.243 0.284
Cl 1.099 -0.024 4.291 1.328
P -1.870 -1.957 3.059 1.155
P -2.161 -2.121 -0.298 1.363
P -0.959 2.037 -0.624 0.410
O -0.164 1.812 2.172 0.454
O -0.330 0.385 4.339 -0.728
O 1.140 -0.820 2.923 -0.638
O 1.388 -0.957 5.332 -0.550
C 2.090 -2.492 0.154 0.457
C 1.062 3.942 -1.062 -0.480
C -0.997 -2.921 4.329 -1.382
C 3.265 3.486 -1.867 -1.405
C -2.928 2.231 1.290 -1.900
C -1.546 3.937 -2.782 -1.912
C 0.032 -1.410 -3.580 -2.013
C 3.445 0.809 1.395 0.086
C 1.850 1.670 -1.090 -0.331
C 1.134 -0.562 -2.959 0.866
C 0.788 2.581 -0.882 0.881
C -3.415 -2.721 0.902 -1.061
C 3.047 2.140 -1.628 -0.199
C -3.353 2.385 -2.068 -1.726
C 3.346 -4.587 -0.301 -1.560
C 1.001 -4.739 0.589 -1.390
C -1.835 2.525 -2.243 2.569
C 1.450 -2.142 -1.038 -0.537
C -2.768 -3.272 2.162 -0.992
C -1.837 -3.645 -1.243 -1.548
C 1.415 -0.827 -1.494 1.725
C 2.283 4.401 -1.526 -1.100
C -1.729 3.046 0.779 2.868
C 1.880 0.222 -0.654 -0.431
C 4.906 0.736 0.926 -1.557
C -3.198 -1.115 3.972 -1.533
C 2.601 -0.115 0.513 1.378
C 3.038 2.261 1.614 -1.785
C -1.379 1.570 -3.343 -1.646
C -2.194 4.491 0.557 -1.851
C -0.690 3.125 1.880 -2.644
C -3.269 -1.182 -1.398 -1.723
C 2.287 -3.927 0.588 -0.363
C 2.444 -0.794 -3.726 -1.537
C 2.684 -1.469 0.870 -1.231
H -2.659 1.201 1.580 0.172
H -3.734 -1.848 4.579 0.484
H 3.420 0.324 2.377 0.401
H 1.167 -5.710 1.053 0.569
H -1.140 3.511 2.799 0.864
H -1.526 -4.443 -0.571 0.349
H 4.207 3.819 -2.275 0.423
H 0.877 0.490 -3.068 -0.743
H 1.076 -2.926 -1.680 0.716
H -3.507 -3.716 2.835 0.659
H 3.254 2.893 0.754 0.355
H 5.551 1.208 1.666 0.468
H 5.049 1.265 -0.014 0.278
H 3.841 1.433 -1.823 0.629
H -2.617 4.860 1.494 0.549
H -2.763 -3.941 -1.739 0.612
H -2.779 -0.352 4.626 0.377
H -3.905 -0.642 3.290 0.402
H -0.638 -2.285 5.138 0.426
H 5.245 -0.290 0.794 0.345
H 0.291 4.668 -0.863 0.391
H -0.377 1.554 3.099 0.243
H -1.066 -3.510 -1.994 0.244
H 2.314 -0.532 -4.775 0.480
H -0.145 -3.444 3.896 0.274
H -2.051 -4.065 1.927 0.353
H 0.155 3.761 1.606 0.254
H -1.516 0.520 -3.089 -0.072
H 2.451 5.461 -1.649 0.507
H -2.753 -0.746 -2.249 0.371
H -3.350 2.708 2.177 0.546
H 2.996 -4.652 -1.332 0.298
H 2.736 -1.843 -3.676 0.350
H -1.697 -3.656 4.736 0.541
H -0.231 -1.022 -4.563 0.457
H 3.557 -5.599 0.043 0.470
H -0.875 -1.424 -2.977 0.204
H 0.201 -4.240 1.147 0.115
H 2.670 -3.899 1.613 0.536
H -3.652 1.430 -1.641 0.125
H -0.526 4.036 -3.143 0.432
H -4.072 -1.876 1.133 0.371
H -3.784 3.179 -1.463 0.272
H -1.753 4.744 -2.092 0.258
H 4.281 -4.028 -0.296 0.374
H 3.264 -0.199 -3.332 0.270
H -0.334 1.743 -3.599 0.521
H 3.623 2.645 2.449 0.642
H -2.973 4.578 -0.191 0.314
H -3.727 -0.383 -0.815 0.160
H -1.966 1.776 -4.239 0.690
H 3.236 -1.721 1.766 0.574
H -3.815 2.456 -3.053 0.576
H 1.987 2.379 1.866 -0.016
H -1.385 5.164 0.290 0.361
H 0.354 -2.441 -3.730 0.496
H 0.646 -4.923 -0.425 0.291
H -4.046 -3.467 0.408 0.650
H -4.062 -1.838 -1.763 0.712
H -3.720 2.149 0.548 0.387
H -2.200 4.080 -3.644 0.579
```

---

3.
ORCA calculation (wB97M-V/def2-TZVPD) on 10 unconnected molecules or ions with the total composition C35H61NO27 in a non-equilibrium geometry.

- LUMO level: 0.11 eV
- Total charge: 0
- Energy above the lowest of the compared OMol25 structures with the same formula, charge and spin: 0.0 kJ/mol
- SMILES: C[C@H]1COC(=O)O1.C[C@H]1COC(=O)O1.C[C@H]1COC(=O)O1.C[C@H]1COC(=O)O1.COC(=O)OC.COC(=O)OC.COC(=O)OC.COC(=O)OC.COC(=O)OC.CCCC#N

The geometry in XYZ format:
```
124
Properties=species:S:1:pos:R:3:mulliken_charge:R:1
O -17.913 23.177 -4.551 -0.622
O -13.179 17.052 -4.289 -0.610
O -17.897 22.432 -2.367 -0.334
O -5.905 25.738 -3.408 -0.651
O -8.916 23.028 -0.057 0.583
O -7.984 26.639 -2.520 -0.322
O -8.513 24.630 1.416 -0.159
O -11.425 24.241 4.749 -0.354
O -11.506 25.790 0.589 -0.398
O -13.161 20.839 5.928 -0.171
O -11.777 23.730 -0.556 0.596
O -10.394 23.609 6.644 -0.305
O -7.689 26.738 -4.631 -0.248
O -13.161 24.275 -6.211 -0.326
O -14.157 22.427 4.836 0.310
O -11.226 22.899 -5.534 -0.485
O -12.299 24.654 6.764 -0.368
O -15.220 20.560 1.965 -0.372
O -11.007 25.065 -6.548 -0.343
O -12.283 18.889 -3.523 -0.440
O -14.725 22.020 7.180 -0.733
O -15.946 22.739 1.679 -0.655
O -15.991 23.086 -3.390 -0.324
O -8.745 22.352 2.221 -0.713
O -13.805 22.195 1.672 0.211
O -13.839 17.951 -2.268 -0.408
O -10.977 25.714 -1.640 -0.408
N -6.946 19.621 -5.057 -0.561
C -6.826 26.671 -5.749 -0.772
C -11.324 24.170 5.938 0.538
C -6.654 22.501 -2.714 -1.199
C -11.883 25.156 1.827 -0.113
C -11.829 24.060 -6.035 0.647
C -9.623 24.152 8.821 -1.647
C -9.601 24.810 -6.652 0.017
C -8.739 23.345 1.192 0.447
C -10.716 23.540 8.014 1.079
C -14.018 21.767 5.999 0.443
C -7.193 26.323 -3.509 0.903
C -14.135 23.325 -5.847 -0.292
C -15.559 22.693 -2.111 1.064
C -11.783 21.491 2.693 -0.213
C -15.053 21.878 1.735 0.220
C -7.599 22.810 -3.882 1.207
C -13.944 20.106 2.229 -0.674
C -13.116 17.925 -3.427 0.515
C -9.331 21.692 -0.265 0.167
C -7.636 20.519 -4.792 -0.074
C -8.446 21.673 -4.347 0.735
C -13.604 19.148 -1.606 0.638
C -15.144 23.490 4.738 -0.897
C -7.802 26.175 -1.183 -0.448
C -12.384 19.753 -2.366 0.164
C -11.432 25.096 -0.502 0.086
C -12.938 21.118 1.714 1.841
C -12.758 20.118 7.094 -0.700
C -16.914 22.578 -1.381 -0.077
C -11.999 24.402 8.121 -0.667
C -12.456 21.168 -2.923 -0.230
C -17.333 22.910 -3.481 0.432
C -10.991 24.980 -2.846 0.107
C -8.522 25.177 2.755 -0.706
C -14.595 23.702 -1.511 -0.528
H -11.135 24.456 2.118 -0.275
H -8.256 23.629 -3.636 -1.110
H -16.911 21.716 -0.707 0.300
H -13.796 19.131 1.899 0.675
H -7.249 22.082 -1.887 0.100
H -14.268 23.387 -0.524 0.063
H -9.988 24.679 -2.966 -0.238
H -8.879 26.239 2.818 0.301
H -7.478 25.153 3.177 0.325
H -11.470 19.668 -1.822 0.377
H -9.299 25.752 -7.127 0.249
H -13.750 23.834 -2.140 -0.156
H -8.732 26.258 -0.668 0.118
H -12.075 21.552 3.769 -0.401
H -14.955 24.725 -1.473 0.531
H -10.786 22.447 8.226 -0.116
H -14.447 19.879 -1.813 -0.105
H -11.521 21.478 -3.385 -0.282
H -13.880 22.638 -5.005 -0.003
H -13.782 20.241 3.300 -0.038
H -15.020 23.862 -5.676 0.366
H -14.842 24.060 3.856 0.108
H -9.464 21.614 -1.310 -0.164
H -5.825 26.984 -5.426 0.345
H -12.718 21.901 -2.200 -0.146
H -5.888 21.746 -2.903 0.453
H -17.142 23.476 -0.810 0.301
H -8.673 23.788 8.543 0.391
H -9.032 24.711 -5.768 -0.298
H -7.147 27.201 -6.632 0.279
H -9.020 21.900 -5.201 0.201
H -12.596 20.974 0.719 -0.867
H -9.082 21.193 -3.598 -0.562
H -10.219 21.457 0.258 -0.621
H -15.093 21.775 -2.315 -0.786
H -6.806 25.627 -6.042 0.297
H -12.911 24.695 1.866 0.181
H -13.249 21.209 -3.652 0.197
H -12.898 23.970 8.549 0.270
H -11.265 22.429 2.314 -0.485
H -11.594 24.029 -2.910 -0.218
H -12.015 25.324 8.606 0.366
H -13.433 19.033 -0.552 0.174
H -11.733 25.901 2.603 0.298
H -7.018 23.154 -4.730 0.445
H -9.080 24.583 3.475 0.193
H -11.208 25.646 -3.691 0.441
H -12.064 20.607 7.708 0.209
H -15.219 24.100 5.592 0.429
H -7.535 25.119 -1.176 0.139
H -9.662 25.220 8.899 0.410
H -8.619 20.900 -0.027 0.524
H -12.370 19.092 6.831 0.249
H -6.185 23.403 -2.340 0.266
H -16.075 22.988 4.479 0.356
H -14.540 22.611 -6.577 0.356
H -13.706 19.954 7.716 0.339
H -9.701 23.797 9.885 0.378
H -11.058 20.702 2.659 0.703
H -9.383 23.918 -7.280 0.333
H -7.095 26.762 -0.629 0.432
```

---

4.
ORCA calculation (wB97M-V/def2-TZVPD) on a molecular structure, C35H62BN11O2PtS.

- LUMO level (alpha / beta): -4.24 / -8.49 eV
- 2S+1: 5
- <S²>: 6.011
- Total charge: +2
- Energy above the lowest of the compared OMol25 structures with the same formula, charge and spin: 54.6 kJ/mol

The geometry in XYZ format:
```
113
Properties=species:S:1:pos:R:3:mulliken_charge:R:1
Pt 0.453 1.156 -0.242 1.765
S -2.537 -3.784 -1.075 0.062
O 0.210 -3.165 -0.113 -0.483
O -0.624 3.548 1.757 -0.540
N 0.625 0.705 1.891 0.288
N -3.128 -6.176 -2.004 -0.121
N 1.828 1.067 2.395 1.202
N -3.225 3.265 -0.547 0.084
N 3.210 0.502 0.362 1.140
N -2.495 1.459 -1.877 -0.137
N 2.299 0.249 -0.620 0.141
N 1.791 2.920 -0.332 -0.293
N 2.564 2.907 0.783 0.539
N -1.302 2.237 -0.024 0.789
N -4.602 -5.337 -0.434 -0.040
C 3.018 1.188 4.589 -1.309
C -3.217 -8.456 -0.999 -0.885
C -2.358 2.303 -0.851 -0.112
C 1.842 0.884 3.726 0.080
C -3.519 -5.218 -1.179 0.432
C 0.815 -0.561 -3.066 -0.859
C 5.552 -0.113 0.969 -1.517
C -0.220 4.291 -2.310 -1.253
C 1.968 3.571 -3.254 -1.475
C -5.083 -4.347 0.538 0.078
C -2.714 4.013 0.589 -0.723
C 1.844 4.148 -0.859 -0.695
C -1.608 -1.573 3.663 -1.856
C -2.482 0.764 3.470 -1.776
C 3.997 4.455 2.118 -1.500
C 3.153 -0.436 -3.938 -1.780
C 2.651 4.945 -0.043 -0.738
C 2.325 -2.557 -2.923 -1.671
C -5.166 -4.942 1.931 -1.216
C 1.293 4.492 -2.227 2.409
C 4.147 -0.889 -1.065 -1.014
C -4.415 3.642 -1.283 -1.079
C -1.547 -0.279 2.838 2.871
C 2.261 -1.027 -2.831 2.209
C 1.620 5.948 -2.561 -2.298
C 1.934 -2.430 1.410 -0.859
C 3.091 4.127 0.982 0.363
C 0.610 0.376 4.085 -0.947
C 2.852 -0.584 -1.504 -0.655
C -3.724 -7.519 -2.083 -0.716
C 4.340 -0.181 0.105 0.246
C 0.785 -2.299 0.455 0.792
C -0.132 0.265 2.902 -1.082
C -1.414 3.279 0.898 0.092
C -2.039 -0.618 1.430 -0.738
B 2.947 1.574 1.463 -1.416
H 3.137 0.655 -3.914 0.262
H 3.941 1.733 2.098 -0.066
H -0.463 3.234 -2.209 0.019
H -5.193 3.928 -0.578 0.346
H 5.986 0.887 0.960 0.288
H 1.630 3.818 -4.262 0.423
H -0.738 4.860 -1.534 0.184
H -3.484 -7.898 -3.075 0.394
H -0.584 4.627 -3.283 0.550
H -3.511 0.399 3.473 0.501
H -3.118 -0.790 1.471 0.617
H -1.313 -1.414 4.699 0.366
H -4.392 -3.501 0.522 -0.120
H -2.136 -8.576 -1.066 0.316
H -2.274 -6.016 -2.516 0.240
H 0.095 -1.339 -2.798 -0.067
H 3.283 2.244 4.541 0.167
H -4.810 -7.414 -2.059 0.344
H 0.571 0.340 -2.492 -0.450
H 1.924 -3.416 1.878 0.605
H 2.782 0.941 5.622 0.482
H 1.700 -3.031 -2.167 0.233
H 4.238 5.515 2.094 0.425
H 4.187 -0.760 -3.825 0.378
H 3.523 4.234 3.074 0.213
H -4.788 2.799 -1.860 0.370
H -5.110 -6.209 -0.475 0.228
H -2.192 0.975 4.499 0.404
H 6.299 -0.814 0.602 0.482
H 1.727 2.525 -3.050 -0.049
H 1.979 -2.877 -3.908 0.484
H -1.565 -1.527 1.056 -0.025
H -2.631 -1.959 3.667 0.446
H -3.458 -8.091 0.001 0.277
H 2.796 -0.766 -4.915 0.534
H 1.250 6.187 -3.559 0.414
H 0.299 0.112 5.081 0.662
H -3.211 1.560 -2.571 0.234
H 2.844 -2.314 0.815 0.216
H -1.861 0.185 0.722 -0.518
H 5.319 -0.365 2.004 0.223
H -2.513 5.056 0.338 0.383
H -2.444 1.707 2.921 0.174
H -0.954 -2.338 3.238 0.309
H 1.909 -1.635 2.152 -0.130
H -3.675 -9.437 -1.119 0.354
H 2.917 5.977 -0.191 0.707
H 2.695 6.125 -2.553 0.450
H 4.873 -1.516 -1.555 0.664
H 1.152 6.635 -1.854 0.449
H -6.052 -3.982 0.199 0.262
H 3.347 -2.916 -2.801 0.364
H -5.917 -5.731 1.979 0.412
H -4.218 4.481 -1.953 0.323
H 4.928 3.890 2.064 0.260
H 3.053 3.681 -3.219 0.476
H 3.894 0.612 4.290 0.216
H -4.204 -5.353 2.238 0.311
H -5.453 -4.170 2.643 0.366
H 0.668 -0.306 -4.116 0.464
H -1.762 0.778 -2.006 -0.061
H -3.396 3.975 1.440 0.415
```